[1]
24
Properties=species:S:1:pos:R:3:forces:R:3:lowdin_charge:R:1 method="wB97M-V/def2-TZVPD" largest_force_ev_per_a=5.68 spin_multiplicity=1 lumo_energy_ev=0.65 e_above_lowest_kcal_mol=84.9 homo_energy_ev=-9.064
C -0.579398 1.741517 1.619862 0.0 0.0 0.2 -0.0895
C -0.046836 1.503701 0.216723 0.0 0.3 -0.3 -0.2552
N 0.143507 0.092231 -0.114310 0.0 -0.2 0.2 -0.1560
C 0.262422 -0.126601 -1.540669 0.7 -1.8 0.4 -0.1184
C -1.037260 -0.564568 -2.182184 -1.2 4.7 -2.9 -0.4812
N -2.195188 -0.020401 -1.863144 0.2 -1.5 1.5 0.0823
C 1.200444 -0.528768 0.634309 0.3 0.1 0.0 -0.3407
C 0.888617 -1.193672 1.942868 -0.1 0.1 0.3 -0.1112
C 1.228775 -2.025247 0.736328 0.0 -0.2 -0.1 -0.1043
H 0.172348 1.516109 2.387297 -0.2 0.0 -0.2 0.0706
H -0.867883 2.796325 1.727575 0.1 -0.3 0.0 0.0752
H -1.464372 1.118119 1.810886 0.2 0.2 -0.1 0.0771
H -0.759142 1.917772 -0.512076 0.2 -0.2 0.2 0.1132
H 0.901079 2.064876 0.079377 -0.2 -0.1 0.0 0.1222
H 0.616523 0.776104 -2.068081 -0.5 -0.3 -0.1 0.1433
H 1.001293 -0.908801 -1.775474 0.0 0.3 0.3 0.1324
H 2.180253 -0.032917 0.561357 -0.2 -0.1 0.0 0.1509
H 1.621239 -1.110308 2.746410 -0.2 0.0 -0.2 0.1024
H -0.153605 -1.177605 2.261435 0.3 0.0 -0.1 0.1036
H 0.415974 -2.574137 0.259608 0.2 0.2 0.1 0.1078
H 2.201499 -2.516460 0.698088 -0.3 0.1 0.0 0.1020
O -1.054512 -0.613108 -3.480849 -0.3 -0.7 -0.5 -0.0722
H -2.345646 -0.047087 -0.856489 -0.7 0.5 0.0 0.0662
H -2.330130 -0.087074 -3.288847 1.8 -1.2 1.1 0.2799

---

[2]
25
Properties=species:S:1:pos:R:3:forces:R:3:lowdin_charge:R:1 method="wB97M-V/def2-TZVPD" largest_force_ev_per_a=9.02 spin_multiplicity=1 lumo_energy_ev=-0.02 e_above_lowest_kcal_mol=162.6 homo_energy_ev=-7.590
C -0.184066 2.760577 -1.380388 -6.2 -0.3 -5.3 -0.0801
C 0.000911 0.407205 -1.641343 0.8 -6.9 -5.7 -0.2843
C 1.394764 0.227770 -1.062958 0.8 0.9 -5.9 -0.2745
C 1.028857 -1.261711 0.861940 0.4 2.0 2.5 -0.0558
C -0.402362 -1.953400 0.800769 1.1 0.7 3.5 -0.4597
C 0.452222 1.124596 0.844855 1.3 0.8 5.6 -0.2023
C -0.908346 1.290788 0.273604 -2.6 1.8 4.2 -0.2493
H -0.078828 2.740355 -2.549783 -0.2 0.4 1.9 0.1273
H -1.016533 3.523915 -1.186580 1.6 -0.8 0.1 0.1232
H 0.728791 2.947945 -1.066762 4.1 1.2 2.3 0.0100
H -0.473684 -0.802901 -1.769032 0.3 3.7 0.8 0.1779
H 0.367038 0.563523 -2.752167 -1.8 0.2 1.5 0.1325
H 2.213477 -0.493268 -1.737631 -2.6 1.8 2.2 0.1987
H 1.515316 1.284828 -1.472739 2.5 -0.7 1.7 0.1059
H 1.906746 -1.926400 0.653277 -1.3 0.2 -0.6 0.1378
H 1.141280 -1.083358 2.003099 -0.1 -0.2 -1.8 0.1274
H -1.715986 -2.995289 2.212600 2.5 5.6 -0.7 0.3076
H 0.836234 2.217981 1.020347 0.5 -2.1 -1.1 0.1511
H 0.537125 0.745281 1.952248 -1.2 1.1 -1.5 0.1427
H -1.363037 2.265917 0.649136 1.2 -0.3 -0.4 0.1311
H -1.748358 0.799019 0.871137 0.9 -1.4 -2.0 0.1412
N -0.763735 1.436856 -1.104320 -1.0 0.5 -1.2 -0.2042
N 1.292061 0.105782 0.272632 1.0 -1.5 3.6 -0.1799
O -1.126743 -1.793762 2.112058 -0.9 -5.5 -2.3 -0.1339
O -0.728224 -2.726360 -0.010085 -1.0 -1.0 -1.2 0.1094

---

[3]
27
Properties=species:S:1:pos:R:3:forces:R:3:lowdin_charge:R:1 method="wB97M-V/def2-TZVPD" largest_force_ev_per_a=6.51 spin_multiplicity=1 lumo_energy_ev=0.62 e_above_lowest_kcal_mol=89.7 homo_energy_ev=-7.976 smiles="C[S@@](=O)(O)=CC(N)=O.CC(C)C#N"
C 3.985437 0.216332 -0.930558 0.1 1.3 -0.8 -0.1251
S 2.349372 0.442351 -0.221767 -2.2 -0.9 0.2 0.7721
O 2.454971 0.170812 1.217621 0.8 0.1 -1.2 -0.3394
O 2.225606 1.972601 -0.512231 -0.3 0.3 -0.3 -0.2270
C 1.026445 -0.287084 -0.952487 1.3 0.6 -0.3 -0.2354
C 0.286711 -1.439220 -0.474309 0.5 2.2 -2.0 -0.7299
N 0.718464 -1.927221 0.633871 3.7 -1.2 5.2 0.1513
O -0.719772 -1.791837 -1.054727 -1.4 -0.8 -0.7 0.0150
H 4.355545 1.240180 -0.937657 0.5 0.0 0.7 0.0598
H 4.546385 -0.455511 -0.323266 0.3 -0.3 0.5 0.0569
H 4.117276 -0.011007 -1.994758 -1.1 -0.6 0.3 0.0814
H 1.251094 2.269430 -0.428782 0.5 -0.6 0.1 0.0468
H 0.416478 0.348741 -1.569783 0.7 0.1 -0.5 0.0652
H 1.537027 -1.472268 1.134055 -1.6 -0.6 -1.1 0.1036
H 0.468515 -2.762973 1.113458 -0.9 -0.6 -0.5 0.1145
C -2.102377 -0.387081 1.591817 -1.8 1.5 -2.9 0.0046
C -2.561401 0.704308 0.518903 2.6 2.0 2.6 -0.3774
C -3.262644 0.142367 -0.621769 -1.3 -0.8 1.1 -0.0619
C -1.321698 1.312555 0.035865 1.4 2.2 0.2 -0.1361
N -0.410457 1.985593 -0.214715 -1.5 -0.7 0.3 0.1845
H -1.502948 -1.040457 1.015451 0.2 -1.2 -0.1 0.0352
H -1.527349 0.063345 2.309529 1.3 1.1 2.0 0.0563
H -3.015196 -0.758409 1.978924 -0.6 -0.9 0.5 0.0772
H -3.000964 1.622205 1.044833 -0.1 -1.4 -0.7 0.1724
H -4.082774 -0.307285 -0.124349 -1.8 -0.3 -0.2 0.0824
H -3.532472 0.856352 -1.356738 -0.2 0.3 -0.9 0.0929
H -2.699274 -0.706813 -0.876418 0.9 -0.8 -1.5 0.0599

---

[4]
24
Properties=species:S:1:pos:R:3:forces:R:3:lowdin_charge:R:1 method="wB97M-V/def2-TZVPD" largest_force_ev_per_a=5.14 spin_multiplicity=1 lumo_energy_ev=-2.47 e_above_lowest_kcal_mol=63.0 charge=+1 homo_energy_ev=-13.095 smiles=Cc1[nH]cnc1[N+](C)(C)C
C 1.890243 -0.871538 1.209813 -1.8 0.1 -0.6 0.0234
C 0.615568 -1.411507 0.632933 0.0 0.6 0.0 -0.2132
N -0.027178 -2.613131 0.765919 0.6 -1.9 1.6 0.1212
C -1.266159 -2.529859 0.198675 1.6 -1.3 -0.3 -0.1490
N -1.399982 -1.410694 -0.394299 -0.7 2.5 -0.5 0.1103
C -0.287973 -0.709257 -0.088764 -0.6 2.9 -0.8 -0.1435
N -0.264024 0.953696 -0.445240 -2.5 -4.5 0.4 -0.3040
C 0.873104 1.294117 -1.210910 1.8 0.3 -2.5 -0.0492
C -0.271299 1.791434 0.775885 -3.0 -2.3 1.5 0.0130
C -1.517161 1.108995 -1.280827 -0.7 -4.0 -1.1 -0.0087
H 1.612551 0.031848 1.719206 0.1 0.4 0.5 0.0668
H 2.299936 -1.528769 1.909733 1.1 -1.0 0.9 0.0771
H 2.521264 -0.581584 0.405945 1.0 -0.2 -0.4 0.0774
H 0.292120 -3.471922 1.268474 -0.1 1.4 -0.6 0.1964
H -1.867012 -3.389979 0.038052 -0.6 -0.5 0.2 0.1326
H 0.800511 2.383003 -1.631535 0.3 -2.0 1.0 0.1645
H 1.693970 1.085067 -0.523700 0.5 0.7 -0.6 0.0853
H 0.933348 0.558337 -2.058559 0.1 1.0 0.6 0.1344
H -0.583245 2.730075 0.458024 0.1 2.1 -0.4 0.0802
H -1.169186 1.439980 1.424643 1.8 0.4 -0.8 0.1602
H 0.664839 1.764408 1.311858 0.1 0.0 -0.1 0.0944
H -1.691446 2.092775 -1.275722 -0.7 3.9 -0.4 0.0421
H -1.451779 0.693802 -2.404660 0.4 0.8 2.8 0.1727
H -2.401012 0.590703 -0.804944 1.3 0.5 -0.4 0.1155